[1]
Entry from the Open Molecules 2025 dataset: a structure of composition C19H20AsCoF6N4 (wB97M-V/def2-TZVPD).

Energy: -140731.7811 eV
E_HOMO (alpha / beta): -18.407 / -18.404 eV
Expectation value of S²: 0.886

```
! wB97M-V def2-TZVPD RIJCOSX def2/J DEFGRID3
* xyz 3 2
As 1.12 -3.39 -0.32
Co 0.28 -0.32 -0.47
F 1.23 -4.35 1.03
F -0.53 -3.68 -0.67
F 0.32 -1.94 0.77
F 0.86 -1.83 -1.55
F 2.56 -2.52 -0.01
F 1.73 -4.25 -1.61
N 1.82 0.26 0.93
N -1.72 -1.05 -0.94
N 0.45 1.40 -1.46
N -1.12 0.94 0.70
C 3.03 -0.02 0.43
C 0.53 3.79 -2.83
C -1.59 1.93 -0.30
C -0.49 3.53 -1.92
C -3.79 -1.68 0.12
C -4.04 -2.60 -0.87
C 2.68 0.14 3.13
C -1.97 -1.90 -1.92
C -0.53 1.64 1.86
C 0.29 0.79 2.79
C -0.50 2.32 -1.25
C 3.92 -0.21 2.62
C 1.50 2.82 -3.06
C -2.22 0.06 1.12
C 1.42 1.63 -2.35
C 1.62 0.38 2.25
C -3.15 -2.72 -1.93
C -2.59 -0.90 0.06
C 4.11 -0.28 1.25
H -1.25 -1.99 -2.73
H 0.09 2.46 1.48
H 2.50 0.23 4.19
H -1.27 4.25 -1.74
H -2.40 1.50 -0.88
H 4.73 -0.43 3.30
H 5.06 -0.55 0.81
H 3.14 -0.09 -0.64
H 0.44 1.36 3.71
H 2.15 0.85 -2.52
H -4.92 -3.23 -0.82
H 2.30 2.98 -3.77
H -2.00 2.82 0.19
H 0.57 4.74 -3.34
H -4.47 -1.53 0.95
H -1.90 -0.52 1.99
H -3.10 0.64 1.42
H -3.31 -3.42 -2.74
H -0.24 -0.12 3.10
H -1.34 2.09 2.45
*
```



[2]
Entry from the Open Molecules 2025 dataset: a structure of composition C19H20BF2LuN4O (wB97M-V/def2-TZVPD).

Energy: -67767.7218 eV
E_HOMO: -4.673 eV

```
! wB97M-V def2-TZVPD RIJCOSX def2/J DEFGRID3
* xyz 0 1
Lu 0.87 0.45 -0.93
F 4.10 0.59 0.21
F 4.13 0.44 -2.01
O 1.57 2.28 -0.91
N 0.48 0.39 1.37
N -0.91 -1.02 -0.67
N 1.61 -1.78 -0.92
N -0.90 2.04 -0.78
C -0.30 3.26 -0.86
C -2.78 0.65 -0.06
C 0.87 1.30 2.26
C -0.67 -2.07 -1.67
C -2.04 4.33 0.36
C -2.24 -0.45 -0.96
C 0.44 1.29 3.57
C -2.09 1.98 -0.15
C -0.84 -1.57 0.70
C -0.40 -0.56 1.75
C 2.55 -4.00 -2.32
C 0.79 -2.52 -1.68
C 3.41 -3.25 -1.53
C -2.69 3.09 0.43
C 1.22 -3.64 -2.39
C 2.90 -2.16 -0.86
C -0.44 0.30 3.97
C -0.87 -0.64 3.05
C -0.83 4.43 -0.28
B 3.34 0.49 -0.92
H -0.80 0.26 4.99
H -2.51 5.21 0.81
H 0.53 -4.21 -2.99
H -2.98 -1.27 -0.95
H -3.82 0.80 -0.36
H -1.82 -1.99 0.97
H 0.78 3.21 -1.39
H -3.64 2.99 0.93
H 3.53 -1.55 -0.23
H 2.91 -4.86 -2.86
H -1.33 -2.93 -1.50
H -0.30 5.37 -0.36
H 1.56 2.04 1.87
H -2.82 0.31 0.98
H -0.14 -2.39 0.77
H 4.46 -3.51 -1.44
H 0.78 2.05 4.26
H -1.56 -1.42 3.33
H -2.23 -0.07 -1.98
H -0.88 -1.68 -2.67
*
```



[3]
Entry from the Open Molecules 2025 dataset: a cluster of 2 separate species, C19H20BNO4 in total (wB97M-V/def2-TZVPD).

Energy: -30384.8579 eV
SMILES: NB(O)C1=C(CCCc2ccccc2)C(=O)OC1=O.c1ccccc1
E_HOMO: -9.082 eV

```
! wB97M-V def2-TZVPD RIJCOSX def2/J DEFGRID3
* xyz 0 1
O -2.67 3.72 -1.60
O 0.96 4.21 -1.00
O -2.68 -0.17 0.22
O -2.90 1.45 -1.38
N 1.49 2.78 -2.91
C 2.30 -0.16 1.55
C 1.90 0.49 2.92
C 2.02 2.44 4.47
C -2.19 0.62 -0.50
C 2.42 1.82 3.22
C 0.59 0.38 5.04
C 1.67 0.72 0.40
C -2.07 -2.78 -1.66
C -1.79 -4.61 -3.73
C -3.14 -3.03 -2.51
C -0.67 2.23 -1.33
C 1.00 -0.25 3.78
C -0.69 1.00 -0.74
C -2.16 2.65 -1.45
C -3.00 -3.94 -3.55
C 0.47 0.04 -0.36
C 1.10 1.71 5.33
C -0.73 -4.37 -2.87
C -0.87 -3.46 -1.83
B 0.61 3.08 -1.78
H -0.04 -3.27 -1.16
H -0.10 -0.18 5.71
H 0.84 -0.57 -1.23
H 2.47 0.94 -0.36
H 0.02 -0.72 0.35
H 3.11 2.29 2.47
H -1.68 -5.32 -4.54
H 1.34 1.74 0.77
H -4.08 -2.50 -2.37
H 0.78 2.20 6.27
H 1.21 1.94 -3.41
H 1.95 -1.22 1.45
H 0.21 -4.89 -3.01
H 2.43 3.45 4.71
H -3.83 -4.13 -4.22
H 3.41 -0.15 1.39
H 0.11 4.57 -0.68
H 0.63 -1.25 3.46
H -2.18 -2.07 -0.85
H 2.41 2.57 -2.50
*
```



[4]
Entry from the Open Molecules 2025 dataset: a structure of composition C19H20Cl2MnN4O11 (wB97M-V/def2-TZVPD).

Energy: -104876.4649 eV
E_HOMO (alpha / beta): -8.756 / -8.750 eV
Expectation value of S²: 3.888

```
! wB97M-V def2-TZVPD RIJCOSX def2/J DEFGRID3
* xyz 0 4
Mn -1.11 -1.70 0.40
Cl -2.16 -3.23 3.57
Cl -2.77 -0.51 4.43
O 2.23 -3.15 -0.96
O 2.56 -0.05 -4.23
O -4.92 -1.17 1.99
O 0.53 5.23 2.92
O -1.44 -4.56 -2.10
O 1.13 -1.05 3.25
O -2.84 -1.28 1.16
O -1.03 -0.08 -1.15
O -1.79 -2.95 -0.54
O -0.21 -0.76 1.49
O -0.65 4.30 1.16
N -0.22 -4.46 -0.16
N 0.16 -3.47 0.74
N 2.36 -1.58 -2.58
N 0.56 -1.57 -1.04
C 1.94 -0.46 -3.27
C 1.23 1.73 3.73
C -1.18 -4.07 -1.06
C 1.12 1.64 -2.25
C 2.17 1.61 -1.14
C -0.10 3.31 1.93
C -0.18 1.97 1.76
C 0.61 3.88 2.98
C -0.88 -0.96 -4.36
C -3.36 -1.92 3.52
C 0.54 -0.30 2.57
C 0.70 0.25 -2.76
C 1.29 3.11 3.90
C -0.27 5.55 1.76
C -3.75 -1.45 2.11
C 0.51 1.17 2.69
C 1.73 -2.16 -1.48
C 0.04 -0.49 -1.62
C -0.31 0.38 -3.91
H 1.84 3.57 4.71
H -1.52 -0.82 -5.24
H 0.47 -5.08 -0.52
H -4.24 -2.29 4.01
H 2.38 2.63 -0.78
H 3.19 -2.04 -2.90
H 1.50 2.19 -3.11
H 1.74 1.06 4.42
H 0.22 0.86 -4.73
H 0.21 2.14 -1.89
H -1.11 1.04 -3.58
H -1.15 6.10 2.07
H -0.09 -1.66 -4.64
H 0.31 6.13 1.06
H -1.49 -1.43 -3.59
H 1.04 -3.06 0.44
H 1.85 1.02 -0.28
H 3.12 1.20 -1.50
H -0.76 1.54 0.95
H 0.23 -3.85 1.66
*
```



[5]
Entry from the Open Molecules 2025 dataset: the molecule C19H20Cl2N4 (wB97M-V/def2-TZVPD).

Energy: -51031.1259 eV
SMILES: CCCn1c(-c2cnc(Nc3ccc(Cl)cc3)c(Cl)c2)nc(C)c1C
E_HOMO: -7.749 eV

```
! wB97M-V def2-TZVPD RIJCOSX def2/J DEFGRID3
* xyz 0 1
Cl 4.45 -1.41 6.22
Cl 0.13 2.74 3.09
N 3.02 2.10 1.77
N -1.81 -0.17 -2.28
N -2.73 1.05 -0.58
N 2.04 1.65 -0.38
C -4.18 -1.27 -3.13
C 0.60 2.06 1.53
C 4.80 0.89 4.73
C -0.20 -1.98 -2.19
C 3.35 1.32 2.85
C 0.76 -2.98 -2.92
C 0.94 1.29 -1.08
C 2.48 0.32 3.27
C 3.91 -0.16 5.10
C -0.44 1.81 0.71
C -0.93 -1.03 -3.11
C 4.50 1.55 3.59
C -5.21 0.40 -0.88
C -0.34 1.22 -0.52
C -3.74 0.41 -1.30
C 2.76 -0.46 4.39
C -1.57 0.76 -1.17
C -3.30 -0.34 -2.32
C 1.87 1.89 0.92
H -5.63 -0.65 -0.95
H 0.48 -1.57 -1.44
H 1.59 -2.50 -3.39
H -1.36 2.15 1.11
H -5.33 0.80 0.11
H -3.91 -2.34 -2.97
H 3.85 2.35 1.30
H -0.96 -2.60 -1.67
H 0.91 -3.86 -2.36
H 2.07 -1.24 4.65
H 0.17 -3.39 -3.80
H 1.07 0.80 -2.03
H -5.72 1.04 -1.56
H -0.33 -0.22 -3.56
H -5.22 -1.31 -2.86
H 1.75 0.01 2.48
H 5.68 1.06 5.33
H -1.46 -1.57 -3.97
H -4.11 -0.99 -4.13
H 5.26 2.33 3.39
*
```